Entry from the OMol25 dataset: a structure of composition C19H24BN6O2S3SbSe4Zr (ωB97M-V/def2-TZVPD).

Atoms and positions in Å:
Zr1 -0.189 0.529 -0.787
B1 1.729 2.315 -2.830
N1 2.756 1.650 -1.867
C1 4.074 1.451 -1.975
C2 4.491 0.696 -0.891
C3 3.317 0.462 -0.169
N2 2.284 1.053 -0.756
N3 0.977 1.217 -3.625
C4 1.220 0.659 -4.812
C5 0.233 -0.274 -5.076
C6 -0.595 -0.240 -3.956
N4 -0.140 0.664 -3.085
H1 2.296 3.086 -3.568
H2 0.888 2.826 -2.122
H3 4.622 1.862 -2.807
H4 5.489 0.362 -0.663
H5 3.172 -0.100 0.740
H6 2.067 0.981 -5.397
H7 0.115 -0.886 -5.953
H8 -1.493 -0.804 -3.742
O1 0.851 -1.268 -0.880
C7 0.560 -2.326 -0.150
C8 0.292 -3.564 -0.748
C9 -0.037 -4.662 0.013
C10 -0.099 -4.577 1.405
C11 0.149 -3.364 2.011
C12 0.480 -2.236 1.254
C13 0.690 -0.953 1.915
N5 0.455 0.265 1.443
C14 0.776 1.155 2.446
C15 1.222 0.477 3.529
N6 1.177 -0.857 3.173
H9 0.283 -3.608 -1.829
H10 -0.307 -5.585 -0.482
H11 -0.413 -5.428 1.994
H12 0.008 -3.264 3.082
H13 0.631 2.213 2.322
H14 1.549 0.810 4.497
H15 1.448 -1.647 3.729
C16 -4.262 0.410 2.285
S1 -2.663 -0.226 2.810
C17 -2.912 -0.222 4.597
H16 -4.420 1.424 2.657
H17 -5.064 -0.253 2.605
H18 -4.246 0.416 1.196
H19 -3.785 -0.816 4.872
H20 -3.028 0.792 4.986
H21 -2.028 -0.671 5.052
C18 1.775 4.033 0.413
O2 0.599 3.238 0.301
C19 -0.601 3.830 0.033
S2 -0.781 5.476 0.092
S3 -1.768 2.654 -0.394
H22 2.587 3.319 0.532
H23 1.705 4.699 1.273
H24 1.915 4.629 -0.488
Se1 -6.164 -1.591 -0.723
Sb1 -4.237 -2.590 -1.751
Se2 -2.276 -0.715 -0.753
Se3 -3.882 -2.230 -4.105
Se4 -3.494 -4.698 -0.873

Computed properties:
LUMO (eV): 3.764
Relative energy (zero: lowest compared OMol25 entry of this formula, charge and spin) (kcal per mole): 27.3
Gap between HOMO and LUMO (eV): 5.5
E_HOMO (eV): -1.770
Net charge: -2
Energy (eV): -335522.4542

Löwdin atomic charge list, values in e, 5 entries:
1 Zr 1.16
2 B -0.43
3 N -0.08
4 C -0.10
5 C -0.07

Entry from the OMol25 dataset: a structure of composition C25H30AuN4O4S2 in a non-equilibrium geometry (ωB97M-V/def2-TZVPD).

Atoms and positions in Å:
Au1 2.244 -0.420 0.053
S1 3.965 -0.791 -3.973
C1 4.363 0.770 -3.402
C2 3.793 1.052 -2.197
C3 3.009 -0.036 -1.737
C4 3.013 -1.107 -2.589
C5 2.339 -2.342 -2.248
C6 2.140 -3.420 -3.095
C7 1.390 -4.493 -2.649
C8 0.834 -4.462 -1.378
C9 1.083 -3.364 -0.579
N1 1.835 -2.347 -1.000
H1 5.008 1.404 -3.990
H2 3.919 1.989 -1.676
H3 2.556 -3.406 -4.093
H4 1.226 -5.345 -3.295
H5 0.232 -5.276 -1.001
H6 0.689 -3.286 0.425
C10 -1.754 5.026 -3.266
C11 -1.175 4.913 -1.859
C12 0.303 4.531 -1.829
C13 0.620 3.207 -2.513
N2 -0.211 2.100 -2.026
C14 -0.011 1.384 -0.932
S2 1.381 1.750 0.100
N3 -0.848 0.434 -0.578
C15 -2.056 0.079 -1.320
C16 -3.226 1.026 -1.070
C17 -3.842 0.923 0.324
C18 -2.984 1.489 1.453
H7 -2.780 5.392 -3.238
H8 -1.771 4.065 -3.789
H9 -1.171 5.719 -3.876
H10 -1.753 4.190 -1.274
H11 -1.291 5.866 -1.340
H12 0.654 4.489 -0.793
H13 0.895 5.302 -2.328
H14 1.664 2.934 -2.373
H15 0.437 3.267 -3.585
H16 -1.079 1.946 -2.516
H17 -0.619 -0.160 0.259
H18 -2.316 -0.933 -1.009
H19 -1.818 0.026 -2.388
H20 -3.988 0.800 -1.821
H21 -2.911 2.060 -1.253
H22 -4.084 -0.125 0.530
H23 -4.797 1.453 0.303
H24 -2.109 0.873 1.662
H25 -3.561 1.550 2.375
H26 -2.639 2.499 1.214
O1 -0.370 -1.304 1.539
C19 0.613 -1.404 2.291
O2 1.789 -0.966 1.992
C20 0.476 -2.081 3.611
C21 1.585 -2.277 4.427
C22 1.439 -2.903 5.653
C23 0.176 -3.319 6.031
C24 -0.941 -3.138 5.240
C25 -0.783 -2.512 4.016
N4 0.014 -3.985 7.344
O3 -1.102 -4.339 7.653
O4 1.007 -4.128 8.022
H27 2.557 -1.935 4.100
H28 2.277 -3.072 6.311
H29 -1.903 -3.483 5.586
H30 -1.630 -2.350 3.365

Computed properties:
LUMO (eV): -4.512
Relative energy (zero: lowest compared OMol25 entry of this formula, charge and spin) (kcal per mole): 0.0
Gap between HOMO and LUMO (eV): 7.3
E_HOMO (eV): -11.832
Net charge: +1
Energy (eV): -65917.7020

Löwdin atomic charge list, values in e, 5 entries:
1 Au 1.08
2 S 1.09
3 C -0.38
4 C -0.21
5 C -0.36